No. 1
Formula: C2H11N3O
Source: the Open Molecules 2025 dataset
Level of theory: ωB97M-V/def2-TZVPD

## Properties
Kohn-Sham gap (alpha / beta) in Ha: 0.253 / 0.297
Energy above the lowest of the compared OMol25 structures with the same formula, charge and spin in kJ/mol: 610.54
HOMO level (alpha / beta) in eV: -6.23 / -7.34
Net charge: 0
E in hartree: -322.052196
LUMO (alpha / beta) in Ha: 0.025 / 0.027
Strongest force on any atom in eV/A: 3.28

```
17
Properties=species:S:1:pos:R:3:forces:R:3
H -1.575690 -1.273580 -1.436711 -0.0697 -0.0575 0.0408
H 2.814300 -0.920805 -0.711856 0.0290 0.0598 -0.1260
C -2.209081 -0.641416 -0.811253 0.2268 0.3352 -0.2719
H 2.143006 1.457788 0.834544 0.0821 -0.1591 0.1683
H -2.174859 0.383129 -1.217768 -0.1142 -0.0730 0.0689
H -3.244001 -0.991692 -0.865280 0.1439 -0.0321 0.0922
N -0.061378 0.165674 0.503021 -0.1233 -2.8017 1.6997
C 2.725119 0.162447 -0.586955 0.0029 -0.0007 0.1647
N 2.170157 0.443026 0.723629 0.3459 0.2508 0.1084
H 0.003383 0.498520 -0.447055 0.5313 -0.0169 0.0693
O -2.515282 0.196816 1.305537 0.3734 -0.3568 -0.4284
H -0.354476 0.832104 1.200878 0.1188 0.4626 -0.1829
H 3.731641 0.588570 -0.689671 0.0230 -0.0954 -0.0649
H -2.652385 -0.268376 2.139306 0.0808 -0.0171 -0.0498
H 0.750980 -0.465294 0.970142 -0.9749 2.1351 -1.8634
H 2.152762 0.557456 -1.450244 -0.0538 -0.0702 0.0478
N -1.704196 -0.724364 0.539735 -0.6219 0.4371 0.5272
```
Forces are in eV/Å.

---

No. 2
Formula: C24H39N9RbS2
Source: the Open Molecules 2025 dataset
Level of theory: ωB97M-V/def2-TZVPD

## Properties
Kohn-Sham gap in Ha: 0.220
Energy above the lowest of the compared OMol25 structures with the same formula, charge and spin in kJ/mol: 58.03
HOMO level in eV: -9.10
Net charge: +1
E in hartree: -2250.874578
LUMO in Ha: -0.114
Strongest force on any atom in eV/A: 3.75

```
75
Properties=species:S:1:pos:R:3:forces:R:3
C -0.055741 -1.026722 1.838238 -1.2055 -0.1917 1.4430
H -1.140165 0.719164 2.598521 0.1115 -0.4223 0.0379
H -0.151393 0.154755 0.271725 0.7711 0.1844 0.2839
C -5.758085 1.045764 -0.977625 -1.0389 -0.6394 -0.7878
H 3.278885 -2.510729 -4.169720 0.2064 0.8016 -1.2909
H 0.374846 -2.034562 5.102314 -0.0198 0.5854 0.3430
C 5.675027 -0.707812 -4.768908 1.5627 -1.3964 -0.6936
H -1.894092 -2.998470 4.548434 -0.4205 -0.8709 0.8533
N -1.593171 -0.365677 4.901509 -0.0194 -0.3928 -1.0771
H 0.200776 -4.470187 4.088348 -0.1260 0.2897 -0.2961
C -1.048739 4.901235 2.159950 -2.5916 -1.1902 -0.4945
H 0.928957 -0.338657 3.617267 0.3498 -0.2394 -0.6898
H -4.499536 3.444664 -3.016489 -0.3408 1.0964 -0.6098
H -6.634703 2.753543 -1.916367 0.3098 -0.0121 0.1224
H -2.982160 -1.293119 3.530235 -0.6019 0.8256 -0.2199
C 0.147655 -2.237234 4.075761 -0.4078 -1.8144 -1.4516
H 3.628345 -0.489414 -4.216360 -0.3407 -0.1872 0.1934
H -0.436882 5.674884 2.491942 1.3504 0.8927 0.4752
H 1.251306 -3.747038 2.993839 0.0266 -0.2296 -0.1778
H 6.635129 -0.261190 -4.543647 0.2031 0.4112 0.0339
C -5.717188 2.173521 -1.797679 -1.3244 0.1827 0.6015
C 4.618116 -0.242711 -3.864685 -0.9795 0.8521 1.1210
C -1.926832 -1.072862 3.638600 -0.0524 -0.1305 -0.1665
C 0.812399 -1.264113 3.020704 0.9656 -1.0582 2.1855
N 4.826788 -0.642972 -2.439751 -0.2312 0.0860 -0.1836
C -3.476829 0.570423 -1.646242 -2.0088 1.6136 -0.0266
H 2.532968 -2.675194 -1.470752 0.5749 0.1690 -0.1343
Rb 2.601381 2.036261 0.155015 0.1295 0.2565 0.3686
H -2.034952 -0.349766 1.538865 -0.3324 0.0639 0.2610
C -0.262988 1.621661 -2.306485 0.1827 0.0681 1.6146
H 2.711405 -3.929486 -3.404083 0.0079 0.5681 0.2923
C -4.589517 2.561732 -2.450533 0.9429 -0.6473 -0.1078
C -3.445052 1.782605 -2.393388 0.5956 -1.9182 1.2586
H 0.291387 3.871981 0.838228 1.3533 0.2267 -0.4426
C -4.661345 0.198431 -0.966157 1.1337 1.7733 -0.7507
H 4.776481 -4.694646 -2.613092 0.1024 0.4585 0.1376
H 5.330750 0.099949 -1.981570 0.0583 -0.3979 0.4670
H 1.553265 -3.763014 4.612854 0.5463 -0.0065 0.0570
C 4.018424 -1.338471 -1.605558 0.0007 -0.2868 -0.1051
H -4.623784 -0.675658 -0.386219 -0.2181 -1.1440 0.6579
H 4.921441 -4.373626 -4.302757 0.2995 0.3534 0.1733
H -2.512507 2.367474 -4.008276 0.1290 0.4624 0.7462
N 0.828617 -3.679736 3.914019 -0.3055 0.5540 0.3239
H -2.745935 5.640702 3.326456 0.2226 0.1387 -0.1235
H 1.805387 -1.675755 2.682635 -0.6094 0.5550 0.5541
C -1.580422 3.007297 0.760230 -1.0218 0.8714 -0.3409
C 3.484872 -3.144174 -3.360696 -0.5703 -0.5941 2.3313
S 1.281053 0.862181 -2.297389 -0.0875 -0.0135 -0.0533
H -2.617417 -0.005115 -1.499892 1.2087 -0.7628 -0.1790
N -2.262104 2.250272 -3.011729 -1.3007 0.0740 -1.5668
C 4.810985 -3.865341 -3.330950 -1.7196 -1.8938 -1.0994
C -3.321163 4.001394 2.099094 -0.4280 0.7849 1.1921
H -0.367265 -2.028070 1.457698 0.2691 0.5120 -0.4780
H 4.633059 0.841908 -3.772854 -0.1889 0.1594 -0.4234
H -4.338389 4.052586 2.540350 0.6656 -0.2742 -0.7472
N 0.587319 -0.140236 0.939718 -1.4061 1.0194 -1.1457
H -6.749657 0.751649 -0.580317 0.9170 0.1681 0.0915
H 5.593061 -3.218097 -3.144819 1.8048 1.1041 0.4073
N -1.300863 2.120245 -0.330390 1.0141 0.1735 -0.3362
H 5.870045 -1.771317 -4.595010 -0.2224 0.0237 -0.2798
C -0.678188 3.928646 1.230258 -0.3160 0.5472 0.8377
H -1.986365 0.557418 4.828822 -0.1363 0.3470 0.3986
H 5.496167 -0.582430 -5.841780 -0.2763 0.1898 0.3056
N -0.561644 2.631139 -1.197118 0.1946 -1.1456 -0.2860
H -2.013229 -0.864753 5.678745 -0.1496 0.3153 0.0659
N -1.180840 1.332521 -3.121081 -0.1364 0.0536 -0.3817
C -2.398723 4.933214 2.582261 0.7105 -0.3936 -0.1903
C -1.335812 -0.344750 2.380014 -0.3855 -0.4127 -0.0154
H -3.532302 2.249212 0.753932 0.0633 1.0399 0.4830
C -2.908789 3.071322 1.186177 -0.1862 -2.3785 -0.9832
H -1.378483 -2.985641 2.790384 -0.6144 0.0673 1.0218
N 3.284350 -2.361538 -2.078881 -0.3466 -0.3819 -0.6533
H 1.279951 -0.560356 0.358140 0.7271 -0.6663 -0.3874
S 4.011506 -1.001409 0.088263 -0.0786 -0.0321 -0.5306
C -1.378874 -2.477671 3.789706 3.0351 1.2055 -1.8337
```
Forces are in eV/Å.

---

No. 3
Formula: C5H13N2O
Source: the Open Molecules 2025 dataset
Level of theory: ωB97M-V/def2-TZVPD

## Properties
Kohn-Sham gap (alpha / beta) in Ha: 0.133 / 0.334
Energy above the lowest of the compared OMol25 structures with the same formula, charge and spin in kJ/mol: 303.70
HOMO level (alpha / beta) in eV: -2.87 / -8.45
Net charge: 0
E in hartree: -382.896250
Expectation value of S²: 0.753
2S+1: 2
LUMO (alpha / beta) in Ha: 0.027 / 0.023
Strongest force on any atom in eV/A: 4.07

```
21
Properties=species:S:1:pos:R:3:forces:R:3
H -2.370332 2.699660 -0.347507 0.2146 -1.4791 -1.0878
O 1.240212 -0.248277 1.683132 0.5242 0.8915 1.0292
N -1.293498 0.040551 1.593634 -0.3999 -2.5733 -1.2686
H 0.077026 1.186896 -1.420198 -0.8615 0.0070 0.6256
C 1.359315 -1.505486 -1.749266 -2.5864 -0.0678 -0.8120
H -0.107491 2.028317 0.029311 1.1364 1.6544 1.8704
H -2.650568 0.959687 -0.938235 -0.8142 -0.1679 0.0898
N 1.711840 -0.991543 -0.414974 2.3867 -1.1160 -2.8699
C -0.648417 -0.139379 0.186439 2.0924 1.4413 -0.2194
H -1.812447 -0.808003 1.884006 0.1295 0.0864 -0.4116
H -2.013316 2.135604 -2.059509 -0.0950 0.1121 0.3436
H 2.735898 -1.047264 -0.237793 -1.6961 0.3760 0.4791
C -2.014493 1.821551 -1.006644 0.6316 1.6146 0.6649
C -0.618854 1.362460 -0.554655 -1.0942 -3.5265 -1.7016
H -0.598759 0.107992 2.315502 1.7098 0.4642 0.1994
H 0.989644 -0.735544 -2.508984 0.6046 -0.3732 1.0489
H 0.421766 -2.159921 -1.648688 1.2410 0.4787 -0.0372
H -1.272368 -0.879346 -0.384931 0.7287 0.9154 0.3264
C 0.855289 -0.459398 0.512229 -2.5888 -1.1754 0.2148
H -1.927336 0.790779 1.635248 -1.1381 1.7695 0.0228
H 2.081156 -2.114189 -2.362518 -0.1254 0.6682 1.4934
```
Forces are in eV/Å.